1.
Entry from the OMol25 dataset: C63H43BCdN9O5PS as an isolated structure (ωB97M-V/def2-TZVPD).

Calculated values
HOMO energy (alpha / beta)   -0.6 / -0.6 eV
Energy above the lowest of the compared OMol25 structures with the same formula, charge and spin   54.8 kcal per mole
Total charge   -2

Each line ends with the Mulliken charge.
Geometry (Å):
Cd -0.377 -0.460 1.840  1.937
C 4.140 4.288 2.051  -0.768
C 4.916 3.254 2.624  -0.639
C 4.323 2.115 3.121  -0.420
C 2.930 1.998 3.044  -0.463
C 2.045 0.912 3.343  -0.068
N 2.483 -0.217 3.892  -0.425
C 1.910 -1.402 3.851  -0.661
C 2.528 -2.575 4.423  0.370
C 3.694 -2.763 5.168  -0.261
C 4.018 -4.047 5.563  -0.562
C 3.190 -5.140 5.237  -0.575
C 2.033 -4.956 4.502  -0.152
C 1.713 -3.664 4.086  0.737
C 0.598 -3.134 3.323  -0.595
N -0.407 -3.924 2.934  -0.519
C -1.525 -3.486 2.374  -0.477
N -1.851 -2.236 1.964  -0.003
C -3.201 -2.215 1.647  -0.835
N -3.952 -1.187 1.351  -0.609
C -3.507 0.068 1.173  -0.651
N -2.201 0.513 1.007  0.420
C -2.189 1.842 0.691  -1.057
N -0.369 3.227 2.315  0.041
C 0.797 2.528 2.509  0.337
N 0.747 1.270 2.968  -1.585
C 2.148 3.026 2.465  0.857
C 2.765 4.188 1.974  0.331
C -3.558 2.290 0.727  0.578
C -4.127 3.564 0.577  -0.106
C -5.497 3.698 0.665  -0.926
C -6.319 2.575 0.914  -0.759
C -5.775 1.320 1.087  -0.025
C -4.384 1.178 0.994  0.243
C -3.742 -3.557 1.794  0.371
C -5.017 -4.089 1.613  -0.060
C -5.211 -5.433 1.882  -0.610
C -4.154 -6.241 2.337  -0.657
C -2.889 -5.708 2.526  -0.055
C -2.689 -4.362 2.239  0.232
N 0.751 -1.787 3.192  -0.424
H 4.634 5.166 1.652  0.416
H 5.996 3.360 2.655  0.355
H 4.905 1.304 3.545  0.501
H 4.323 -1.916 5.418  0.501
H 4.921 -4.224 6.138  0.370
H 3.469 -6.135 5.564  0.379
H 1.378 -5.784 4.255  0.518
H 2.192 4.991 1.526  0.273
H -3.495 4.429 0.398  0.352
H -5.955 4.674 0.548  0.414
H -7.394 2.710 0.976  0.341
H -6.397 0.460 1.311  0.538
H -5.828 -3.452 1.277  0.537
H -6.194 -5.872 1.751  0.379
H -4.340 -7.287 2.556  0.395
H -2.068 -6.314 2.897  0.516
N -1.484 -0.116 -2.093  0.747
C -2.251 1.011 -2.407  -0.450
C -3.344 0.878 -3.265  -0.636
C -4.093 1.981 -3.641  -0.861
C -3.757 3.238 -3.161  -0.717
C -2.667 3.373 -2.309  -0.926
C -1.898 2.284 -1.916  1.508
P -0.490 2.372 -0.704  3.163
C 0.793 2.887 -2.101  0.127
C 0.631 2.691 -3.475  -0.558
C 1.658 2.963 -4.380  -0.561
C 2.890 3.415 -3.930  -0.626
C 3.098 3.556 -2.560  -0.573
C 2.070 3.283 -1.670  -0.288
C -0.432 4.098 0.011  1.501
C -0.411 4.319 1.403  -1.468
C -0.480 5.606 1.924  -0.375
C -0.466 6.711 1.088  -0.694
C -0.381 6.520 -0.284  -0.925
C -0.371 5.234 -0.806  -0.978
H -2.015 -0.973 -2.062  0.345
H -0.938 0.005 -1.248  -0.942
H -3.604 -0.112 -3.631  0.435
H -4.944 1.854 -4.301  0.308
H -4.343 4.107 -3.434  0.355
H -2.433 4.356 -1.923  0.133
H -0.332 2.367 -3.856  0.235
H 1.488 2.827 -5.443  0.402
H 3.685 3.643 -4.632  0.331
H 4.064 3.883 -2.189  0.438
H 2.247 3.403 -0.603  0.003
H -1.120 2.578 1.978  -0.373
H -0.513 5.719 3.001  0.445
H -0.510 7.711 1.502  0.361
H -0.323 7.372 -0.952  0.349
H -0.301 5.098 -1.877  0.425
O 0.572 -2.822 -1.895  0.137
B 1.201 -3.421 -0.809  0.716
O 0.683 -4.668 -0.542  -0.508
C -0.339 -4.829 -1.447  0.539
C -1.210 -5.882 -1.577  -0.906
C -2.169 -5.778 -2.586  -0.554
C -2.228 -4.666 -3.419  -0.678
C -1.336 -3.601 -3.274  -0.730
C -0.408 -3.714 -2.267  0.428
H -1.162 -6.732 -0.912  0.482
H -2.889 -6.577 -2.708  0.381
H -2.988 -4.614 -4.190  0.409
H -1.375 -2.722 -3.906  0.572
C 5.108 -0.676 -5.507  -1.561
C 4.482 -0.799 -4.142  1.101
C 5.280 -0.959 -3.012  -0.827
C 4.713 -1.087 -1.757  -0.981
C 3.328 -1.035 -1.636  -0.374
C 2.519 -0.806 -2.734  0.140
C 3.106 -0.712 -3.984  -1.359
S 2.649 -1.324 -0.041  1.642
O 2.279 -2.891 -0.135  -0.818
O 3.700 -1.252 0.904  -0.750
O 1.412 -0.601 0.093  0.623
H 6.028 -1.259 -5.567  0.396
H 5.360 0.367 -5.719  0.279
H 4.426 -1.020 -6.285  0.384
H 6.359 -0.985 -3.119  0.374
H 5.318 -1.220 -0.870  0.606
H 1.447 -0.698 -2.611  0.500
H 2.477 -0.544 -4.849  0.381

2.
Entry from the OMol25 dataset: C63H44I2N4O2P2STi as an isolated structure (ωB97M-V/def2-TZVPD).

Calculated values
HOMO energy   -5.0 eV

Each line ends with the Mulliken charge.
Geometry (Å):
Ti 0.041 -0.496 -0.658  -1.495
C 2.975 -3.251 1.136  -1.300
C 2.431 -2.249 0.336  -0.463
N 1.132 -1.997 0.296  1.808
C 0.284 -2.749 1.059  0.389
C 0.759 -3.737 1.939  0.826
C 2.140 -3.984 1.941  -1.067
C -0.151 -4.376 2.818  -1.009
C -1.458 -3.994 2.808  -1.172
C -1.946 -3.021 1.908  -0.516
C -1.112 -2.416 1.000  -0.373
N -1.424 -1.419 0.088  1.838
C -2.702 -0.883 -0.209  -0.632
C -3.892 -1.581 -0.162  -0.548
C -5.064 -0.928 -0.511  -1.381
C -5.022 0.392 -0.922  -0.791
C -3.828 1.104 -1.049  0.209
C -2.834 3.469 -0.887  -0.353
C -1.479 3.234 -1.472  -1.579
C -0.866 2.058 -1.434  -0.043
N -1.309 0.892 -0.797  1.905
C -2.642 0.449 -0.690  0.015
H 4.043 -3.414 1.128  0.551
H 3.071 -1.642 -0.296  0.406
H 2.540 -4.743 2.603  0.466
H 0.214 -5.121 3.513  0.450
H -2.152 -4.440 3.509  0.411
H -2.983 -2.723 1.957  0.706
H -3.906 -2.627 0.109  0.767
H -6.009 -1.454 -0.472  0.429
H -5.939 0.905 -1.175  0.556
H -3.150 4.482 -1.148  0.858
H -0.997 4.038 -2.018  0.233
H 0.135 1.973 -1.852  -0.294
O 0.670 -1.091 3.070  -0.859
S 0.238 0.178 2.390  2.164
C 1.730 1.116 2.729  -0.179
C 2.085 1.373 4.043  -0.390
C 3.420 1.525 4.366  -1.005
C 4.389 1.347 3.386  -0.882
C 4.027 1.119 2.067  -1.099
C 2.683 1.042 1.701  0.989
P 2.090 1.078 -0.051  2.494
C 3.540 0.820 -1.154  0.586
C 4.476 1.769 -0.945  -1.720
C 3.964 3.046 -0.363  0.052
C 2.434 3.193 -1.912  -0.047
C 2.560 2.020 -2.883  -0.674
C 3.079 0.818 -2.579  -1.573
C 2.396 2.877 -0.358  0.446
C 3.790 3.935 -1.656  0.107
C 3.672 5.390 -1.322  -1.326
C 2.844 5.918 -0.420  -0.760
C 1.878 5.206 0.420  -0.429
C 1.663 3.889 0.460  -0.354
C -1.245 0.623 3.311  -0.185
C -1.560 -0.254 4.345  -0.590
C -2.871 -0.317 4.785  -1.156
C -3.853 0.420 4.132  -0.775
C -3.521 1.306 3.117  -1.065
C -2.194 1.471 2.729  -0.312
P -1.547 2.755 1.584  2.687
C -1.221 4.060 2.874  0.684
C -0.882 3.816 4.204  -0.483
C -0.587 4.862 5.072  -0.802
C -0.616 6.173 4.624  -0.592
C -0.932 6.429 3.296  -0.685
C -1.228 5.385 2.433  -0.953
C -2.884 3.388 0.629  0.387
C -3.873 2.522 -1.609  0.666
C -5.229 3.161 -1.604  -1.361
C -5.752 3.894 -0.600  -0.198
C -5.251 4.210 0.714  -1.108
C -4.027 3.891 1.264  -1.151
H 1.320 1.411 4.808  0.481
H 3.709 1.738 5.387  0.413
H 5.437 1.393 3.650  0.464
H 4.798 0.998 1.320  0.515
H 5.374 1.804 -1.558  0.410
H 4.457 3.519 0.484  0.480
H 1.622 3.843 -2.231  0.717
H 2.158 2.194 -3.876  0.822
H 3.093 -0.017 -3.270  0.685
H 4.538 3.781 -2.433  0.691
H 4.345 6.056 -1.848  0.398
H 2.885 6.992 -0.278  0.419
H 1.271 5.821 1.073  0.463
H 0.899 3.516 1.128  -0.790
H -0.798 -0.910 4.742  0.604
H -3.134 -0.980 5.599  0.363
H -4.891 0.306 4.417  0.432
H -4.293 1.874 2.616  0.581
H -0.860 2.802 4.582  0.365
H -0.344 4.647 6.106  0.436
H -0.410 6.988 5.306  0.388
H -0.956 7.450 2.933  0.439
H -1.495 5.590 1.402  0.505
H -3.562 2.439 -2.658  0.483
H -5.805 3.087 -2.521  0.444
H -6.740 4.303 -0.802  0.336
H -5.952 4.715 1.369  0.320
H -3.947 4.078 2.336  0.497
I -0.089 1.137 -5.016  0.061
C 0.738 -0.745 -4.683  -0.191
C 1.462 -1.372 -5.718  -0.300
C 1.956 -2.632 -5.549  -0.359
I 3.116 -3.453 -7.082  0.084
C 1.659 -3.367 -4.372  1.235
C 2.029 -4.713 -4.145  -0.886
C 1.611 -5.351 -3.016  -1.118
C 0.805 -4.647 -2.098  -0.219
N 0.475 -3.393 -2.252  -0.111
C 0.904 -2.736 -3.353  -0.185
C 0.537 -1.355 -3.468  -0.326
O -0.016 -0.687 -2.456  0.037
H 1.623 -0.839 -6.644  0.421
H 2.632 -5.228 -4.881  0.204
H 1.874 -6.382 -2.827  0.411
H 0.423 -5.142 -1.209  0.527

3.
Entry from the OMol25 dataset: C63H53FGeOP3PtS as an isolated structure (ωB97M-V/def2-TZVPD).

Calculated values
HOMO energy   -2.4 eV
Energy above the lowest of the compared OMol25 structures with the same formula, charge and spin   9.0 kcal per mole
Total charge   -1

Each line ends with the Mulliken charge.
Geometry (Å):
Pt 1.646 -0.692 -0.371  0.333
F 4.872 -3.220 -1.493  -0.652
Ge 3.209 -2.430 -1.180  2.063
C 3.691 -1.097 -2.873  -1.736
C 4.640 -1.565 -3.771  0.076
C 5.166 -0.752 -4.760  -1.019
C 4.748 0.566 -4.868  -0.972
C 3.765 1.034 -4.021  -0.372
C 3.225 0.207 -3.035  0.212
P 1.904 0.932 -2.016  3.192
C 0.626 1.446 -3.199  0.607
C 0.685 1.258 -4.576  -0.664
C -0.269 1.832 -5.395  -0.791
C -1.303 2.587 -4.857  -0.818
C -1.415 2.709 -3.479  -0.430
C -0.469 2.128 -2.659  -0.603
C 2.621 2.552 -1.589  0.714
C 3.913 2.522 -1.055  -0.870
C 4.530 3.672 -0.612  -0.465
C 3.879 4.893 -0.708  -0.977
C 2.608 4.941 -1.265  -0.077
C 1.981 3.787 -1.702  -1.153
C 2.072 -3.700 -2.233  0.315
C 2.581 -4.810 -2.890  -0.318
C 1.766 -5.636 -3.640  -1.122
C 0.403 -5.376 -3.712  -1.015
C -0.124 -4.282 -3.055  -0.325
C 0.714 -3.417 -2.352  -0.593
P -0.031 -2.031 -1.411  2.036
C -1.205 -1.298 -2.580  0.824
C -2.203 -0.459 -2.077  -0.705
C -3.129 0.107 -2.928  -0.836
C -3.057 -0.134 -4.293  -0.935
C -2.024 -0.904 -4.803  -1.005
C -1.093 -1.473 -3.957  -0.959
C -1.096 -3.108 -0.405  0.814
C -2.477 -3.246 -0.549  -0.290
C -3.154 -4.224 0.150  -0.696
C -2.475 -5.079 1.013  -0.808
C -1.105 -4.940 1.173  -0.706
C -0.419 -3.977 0.465  -0.398
C 3.267 -3.395 0.764  -0.274
C 4.051 -4.527 0.894  -0.250
C 4.165 -5.198 2.102  -0.967
C 3.476 -4.738 3.214  -0.888
C 2.669 -3.626 3.104  -0.670
C 2.571 -2.940 1.892  -0.008
P 1.499 -1.489 1.812  0.712
C 2.710 -0.095 2.221  1.123
C 1.930 1.130 2.503  0.704
C 2.082 1.841 3.628  -0.313
C 2.976 1.398 4.667  -0.884
C 3.783 0.348 4.482  -1.383
C 3.911 -0.319 3.156  0.687
C 0.263 -1.554 3.137  0.697
C -1.062 -1.734 2.739  -0.499
C -2.086 -1.704 3.660  -0.777
C -1.808 -1.450 4.997  -0.883
C -0.500 -1.210 5.391  -1.090
C 0.534 -1.255 4.475  -0.061
H 4.980 -2.585 -3.682  0.440
H 5.924 -1.136 -5.431  0.396
H 5.176 1.220 -5.615  0.419
H 3.411 2.056 -4.103  0.517
H 1.484 0.671 -5.006  0.478
H -0.203 1.697 -6.467  0.389
H -2.034 3.052 -5.507  0.375
H -2.241 3.254 -3.040  0.474
H -0.584 2.184 -1.583  -0.400
H 4.429 1.580 -0.988  0.079
H 5.526 3.611 -0.193  0.528
H 4.358 5.799 -0.364  0.375
H 2.097 5.891 -1.354  0.430
H 0.999 3.857 -2.149  0.455
H 3.637 -5.010 -2.799  0.441
H 2.185 -6.486 -4.161  0.402
H -0.246 -6.032 -4.277  0.418
H -1.190 -4.092 -3.086  0.504
H -2.237 -0.250 -1.015  0.617
H -3.898 0.753 -2.530  0.500
H -3.786 0.305 -4.961  0.377
H -1.940 -1.059 -5.871  0.401
H -0.282 -2.065 -4.356  0.582
H -3.022 -2.594 -1.218  0.382
H -4.220 -4.338 0.009  0.455
H -3.012 -5.852 1.544  0.370
H -0.564 -5.598 1.838  0.484
H 0.655 -3.893 0.566  0.317
H 4.583 -4.899 0.034  0.463
H 4.788 -6.081 2.176  0.347
H 3.563 -5.249 4.163  0.408
H 2.103 -3.270 3.955  0.314
H 1.230 1.415 1.722  -1.062
H 1.516 2.747 3.807  0.358
H 2.943 1.914 5.617  0.412
H 4.442 0.002 5.268  0.416
H 4.099 -1.397 3.271  0.175
H -1.278 -1.905 1.695  0.384
H -3.103 -1.873 3.336  0.508
H -2.608 -1.430 5.724  0.378
H -0.287 -0.981 6.427  0.450
H 1.549 -1.054 4.789  0.512
C 3.276 -0.042 0.801  -0.476
C 4.628 0.008 0.884  0.944
C 5.640 -0.184 -0.102  -0.115
C 6.934 -0.374 0.254  -1.189
C 7.325 -0.449 1.630  -0.848
C 6.449 -0.211 2.616  -1.085
C 5.073 0.280 2.317  0.336
H 5.358 -0.282 -1.143  0.508
H 7.685 -0.561 -0.500  0.475
H 8.344 -0.741 1.854  0.390
H 6.735 -0.292 3.658  0.443
H 5.055 1.376 2.478  0.255
C -1.738 2.399 2.886  -1.198
S -1.253 2.253 1.106  1.295
C -0.188 3.771 1.130  -0.688
O -2.446 2.646 0.346  -0.829
H -2.162 3.382 3.063  0.427
H -0.856 2.233 3.492  0.232
H -2.475 1.630 3.096  0.373
H 0.471 3.747 1.990  0.299
H -0.834 4.643 1.155  0.520
H 0.413 3.779 0.225  -0.195

Molar mass in g/mol, matching the order above: 1192.4 1284.8 1237.8